(1)
DFT (ωB97M-V/def2-TZVPD) results for a cluster of 4 separate species, C3H15NO3 in total.

```
22
Properties=species:S:1:pos:R:3
C -0.67416 0.91570 0.01556
C -0.45627 1.73094 1.31451
C 0.80762 1.24994 1.99322
N 1.97072 1.44958 1.12701
H -0.00045 0.05473 0.03027
H -1.68702 0.51336 -0.01549
H -0.44135 1.47016 -0.89501
H -1.30049 1.56631 1.97906
H -0.38172 2.79803 1.06601
H 0.99279 1.62789 2.99870
H 0.69223 0.16793 2.16043
H 2.08573 2.44324 0.95836
H 2.80063 1.13900 1.62059
O -0.40920 -0.84065 -2.58394
H -0.89310 -1.28577 -1.87387
H -1.02046 -0.99400 -3.31714
O 2.57953 -0.65759 -1.41393
H 2.59955 -1.45174 -1.97477
H 1.64191 -0.39450 -1.46881
O -2.70084 -3.59282 -0.72138
H -3.61623 -3.69558 -1.00357
H -2.58941 -4.21416 0.00418
```

charge: 0
E_HOMO: -0.329 hartree
energy: -10986.6161 eV
energy above the lowest of the compared OMol25 structures with the same formula, charge and spin: 95.96 kJ/mol
SMILES: CCCN.O.O.O
LUMO energy: 0.5 eV
Kohn-Sham gap: 9.48 eV


(2)
DFT (ωB97M-V/def2-TZVPD) results for a cluster of 4 separate species, C3H15NO3 in total.

```
22
Properties=species:S:1:pos:R:3
C -2.42735 -0.26040 -0.60069
C -1.61549 -1.03518 -1.68045
C -0.17338 -1.39823 -1.44114
N 0.56510 -0.28302 -0.85477
H -2.23639 -0.69921 0.38017
H -3.48396 -0.46319 -0.77603
H -2.18639 0.79646 -0.61525
H -2.14622 -1.94018 -2.00642
H -1.76978 -0.41251 -2.56378
H 0.44154 -1.87957 -2.23261
H -0.12803 -2.18084 -0.66625
H 0.56384 0.52550 -1.47098
H 1.53491 -0.56398 -0.76338
O 0.38571 2.32044 1.16199
H -0.45089 2.77833 1.22349
H 0.29671 1.58599 1.81475
O -0.05107 -0.24345 1.87812
H 0.43373 -1.05800 2.02541
H -0.07778 -0.20993 0.87257
O 2.88974 0.47289 0.90323
H 2.62926 0.55692 1.83921
H 2.71702 1.35443 0.51355
```

charge: 0
E_HOMO: -0.353 hartree
energy: -10986.8903 eV
energy above the lowest of the compared OMol25 structures with the same formula, charge and spin: 69.51 kJ/mol
SMILES: CCCN.O.O.O
LUMO energy: 0.7 eV
Kohn-Sham gap: 10.35 eV